19
Properties=species:S:1:pos:R:3:forces:R:3 method="wB97M-V/def2-TZVPD" orbital_gap_ev=4.83 total_charge=+2 de_lowest_kcal_mol=0.0 spin_multiplicity=1 total_energy_ev=-18297.3306
C -3.1966 1.5814 0.7593 -0.640 -0.051 -1.867
C 0.6023 -0.2793 -0.0635 0.075 2.332 -0.566
C -1.3838 0.3697 0.5002 1.280 1.044 0.464
C -1.2931 2.7307 -0.2524 -2.364 -1.013 0.594
C -0.6598 1.4662 -0.0209 -0.285 -1.375 -1.317
N -2.6661 0.4274 0.7891 0.063 -1.540 1.743
N 0.5164 0.9670 -0.5236 1.355 -0.426 1.012
N -0.4858 -0.6810 0.6122 -2.022 -0.968 0.297
N -2.6304 2.7067 0.1774 2.344 -2.276 1.001
N -0.7908 3.7793 -0.8724 0.552 0.295 -0.262
N 6.6059 -7.9506 -0.2396 -0.559 1.043 -2.119
O 6.7640 -8.1647 0.8313 0.244 -0.446 0.732
O 6.4156 -7.6622 -1.3116 0.381 -0.671 1.382
H -4.2570 1.5084 0.8917 -0.547 1.189 0.361
H 1.4515 -0.8998 -0.1066 0.859 -0.484 -0.447
H -0.6313 -1.6518 1.0237 -0.037 2.033 -0.835
H -3.2817 3.4179 0.0770 -0.831 2.095 -0.458
H 0.1073 3.6087 -1.3065 0.077 0.288 0.062
H -1.1867 4.7258 -0.9647 0.054 -1.069 0.224